68
Properties=species:S:1:pos:R:3 method="wB97M-V/def2-TZVPD" lumo_energy_ev=0.676 relative_energy_kcal_mol=19.60 spin_multiplicity=1 homo_energy_ev=-8.55 smiles="COCCNC(=O)[C@H](c1ccc(C)cc1)N(C(=O)CCC(=O)Nc1ccccn1)C1CCCC1"
C -4.959 -0.999 2.915
O -4.098 -1.636 2.001
C -4.673 -1.927 0.746
C -4.773 -0.693 -0.164
N -3.487 -0.051 -0.281
C -2.702 -0.207 -1.368
O -3.106 -0.712 -2.395
C -1.296 0.412 -1.260
C -0.162 -0.527 -1.668
C 1.145 -0.182 -1.332
C 2.202 -0.995 -1.684
C 1.994 -2.186 -2.368
C 3.144 -3.091 -2.677
C 0.694 -2.515 -2.722
C -0.370 -1.696 -2.389
N -1.046 1.051 0.021
C -0.768 0.391 1.175
O -0.485 1.004 2.198
C -0.867 -1.124 1.208
C 0.138 -1.718 2.207
C 1.565 -1.586 1.700
O 2.177 -2.510 1.211
N 2.063 -0.325 1.853
C 3.265 0.182 1.386
C 4.347 -0.617 1.011
C 5.494 0.014 0.567
C 5.532 1.401 0.510
C 4.403 2.097 0.907
N 3.299 1.511 1.333
C -1.040 2.511 0.061
C -2.338 3.157 -0.477
C -1.893 4.176 -1.532
C -0.457 4.514 -1.137
C 0.108 3.158 -0.731
H -5.870 -1.587 3.072
H -4.408 -0.928 3.851
H -5.238 0.008 2.587
H -4.001 -2.658 0.287
H -5.666 -2.380 0.869
H -5.497 0.024 0.233
H -5.081 -1.002 -1.165
H -3.085 0.298 0.575
H -1.305 1.214 -2.011
H 1.344 0.722 -0.776
H 3.207 -0.705 -1.412
H 3.435 -3.620 -1.769
H 4.004 -2.521 -3.023
H 2.875 -3.825 -3.433
H 0.503 -3.429 -3.266
H -1.366 -1.974 -2.693
H -0.722 -1.573 0.228
H -1.871 -1.377 1.562
H 0.036 -1.203 3.163
H -0.076 -2.778 2.339
H 1.432 0.393 2.202
H 4.270 -1.689 1.065
H 6.352 -0.571 0.270
H 6.412 1.923 0.169
H 4.372 3.179 0.884
H -0.918 2.761 1.119
H -3.020 2.420 -0.896
H -2.858 3.662 0.337
H -1.903 3.723 -2.526
H -2.538 5.052 -1.556
H -0.454 5.193 -0.283
H 0.104 4.975 -1.948
H 0.332 2.579 -1.629
H 1.016 3.232 -0.135